Record 1
{"formula": "C3H8OS2", "method": "the ωB97M-V functional and the def2-TZVPD basis", "elements": ["O", "C", "C", "C", "S", "S", "H", "H", "H", "H", "H", "H", "H", "H"], "positions_angstrom": [[-1.7394, -0.8830, -1.2023], [-0.3689, -0.8293, -1.5257], [0.4297, -0.3568, -0.1996], [0.4748, 1.1402, 0.0591], [-0.1526, 1.7204, 1.7422], [0.7753, 0.6506, 3.2189], [-2.0012, -0.4495, -0.4578], [-0.2564, -0.1545, -2.3904], [0.0798, -1.7944, -1.8114], [1.4637, -0.6724, -0.4042], [0.1243, -0.9452, 0.6681], [-0.2948, 1.5350, -0.6524], [1.5136, 1.4726, -0.1360], [-0.0479, -0.4337, 3.0917]], "forces_ev_per_a": [[0.29, -2.75, -4.03], [0.73, 1.18, 2.44], [0.85, -1.06, -1.86], [-0.64, -0.07, 0.10], [0.10, 0.12, -1.12], [-0.41, -0.68, -0.59], [-0.46, 1.94, 3.20], [0.34, 0.04, 0.41], [-0.79, 0.03, 0.16], [-0.15, -0.05, 0.28], [-0.32, -0.04, -0.20], [0.88, 0.57, 0.70], [-0.91, 0.41, 0.13], [0.48, 0.35, 0.36]], "homo_lumo_gap_ev": 9.728, "fmax_ha_per_bohr": 0.095, "smiles": "OCCCSS", "relative_energy_kj_mol": 82.1, "e_lumo_ev": 0.5, "energy_ha": -990.679346}



Record 2
{"formula": "C3H8OS2", "method": "the ωB97M-V functional and the def2-TZVPD basis", "elements": ["C", "C", "S", "S", "C", "O", "H", "H", "H", "H", "H", "H", "H", "H"], "positions_angstrom": [[0.8281, 1.5780, 0.0916], [-0.2719, 0.2231, 0.0367], [-1.8143, 0.7817, -0.7021], [-0.5619, -0.4290, 1.7897], [0.3295, -0.9367, -0.7408], [-0.5968, -2.0286, -0.9802], [0.3886, 2.4893, 0.4130], [1.4063, 1.1311, 0.9018], [1.1860, 1.7498, -0.9316], [-2.4065, 0.6113, 0.4063], [0.5863, -0.9452, 1.8174], [0.6673, -0.6746, -1.7409], [1.2163, -1.3615, -0.2377], [-0.9570, -2.1890, -0.1232]], "forces_ev_per_a": [[-1.79, -3.80, -0.04], [1.59, 2.14, 0.44], [0.60, 0.14, -1.49], [-2.30, 1.63, -1.16], [0.06, -1.36, -0.77], [1.13, 1.28, -0.41], [-0.90, 0.44, 0.50], [1.23, 0.82, -0.65], [0.59, -0.47, 0.53], [-1.61, -0.06, 1.66], [2.40, -1.13, 0.32], [-0.09, 0.49, -0.05], [-0.17, 0.42, 0.09], [-0.75, -0.54, 1.04]], "homo_lumo_gap_ev": 9.730, "fmax_ha_per_bohr": 0.082, "smiles": "CC(S)(S)CO", "relative_energy_kj_mol": 142.3, "e_lumo_ev": 0.6, "energy_ha": -990.656399}



Record 3
{"formula": "C3H8OSi", "method": "the ωB97M-V functional and the def2-TZVPD basis", "elements": ["C", "C", "C", "O", "Si", "H", "H", "H", "H", "H", "H", "H", "H"], "positions_angstrom": [[-1.8599, -0.2041, -1.3357], [-1.5079, -0.9558, -0.0716], [2.6945, 0.2473, 0.2708], [-0.9368, 2.1221, 0.4863], [-0.5447, 0.6446, -0.2354], [-1.5564, -0.6579, -2.3285], [-2.8315, 0.3963, -1.3433], [-2.2558, -1.0934, 0.7368], [-0.9231, -1.8001, -0.3505], [2.8214, 1.0718, -0.4245], [2.5845, 0.5005, 1.2991], [2.4620, -0.7144, -0.1124], [-1.7600, 2.3799, 0.0654]], "forces_ev_per_a": [[-0.35, 2.08, -1.57], [-0.24, 0.50, 1.48], [-0.99, 1.15, -0.75], [0.00, -1.13, -0.31], [0.27, -0.44, -0.22], [-0.74, 0.53, 1.32], [1.21, -1.10, -0.20], [0.46, -0.18, -0.78], [0.32, -0.89, 0.43], [0.22, -0.25, 0.07], [0.04, -0.13, 0.58], [0.09, -0.69, -0.08], [-0.29, 0.57, 0.03]], "homo_lumo_gap_ev": [7.347, 8.144], "fmax_ha_per_bohr": 0.051, "relative_energy_kj_mol": 390.2, "e_lumo_ev": [-0.9, 0.0], "energy_ha": -483.694009}



Record 4
{"formula": "C3H8OSn", "method": "the ωB97M-V functional and the def2-TZVPD basis", "elements": ["Sn", "C", "C", "C", "O", "H", "H", "H", "H", "H", "H", "H", "H"], "positions_angstrom": [[21.4334, -0.5533, -11.8645], [22.7018, 3.1387, -10.1486], [23.5343, 1.9471, -10.5831], [25.0540, 2.0481, -10.5087], [23.1385, 0.7261, -9.9549], [21.6635, 2.8933, -10.3949], [22.9368, 4.1315, -10.5278], [22.6931, 3.2953, -9.0656], [23.3202, 1.9421, -11.6684], [25.4669, 2.4574, -9.5844], [25.3717, 2.7710, -11.2629], [25.5137, 1.0810, -10.7055], [23.4500, 0.7178, -9.0362]], "forces_ev_per_a": [[1.16, 0.91, 1.33], [-0.74, -0.23, 1.30], [1.40, 1.77, -0.49], [0.04, 0.63, -0.14], [-1.62, -1.10, -1.27], [-0.11, 0.30, -0.11], [0.34, -0.34, -0.60], [0.24, -0.29, 0.10], [-0.27, -1.13, -0.28], [-0.39, -0.19, 0.29], [0.10, -0.16, -0.12], [0.04, 0.05, -0.10], [-0.19, -0.21, 0.11]], "homo_lumo_gap_ev": 6.021, "fmax_ha_per_bohr": 0.045, "relative_energy_kj_mol": 107.7, "e_lumo_ev": -13.0, "energy_ha": -407.839130, "total_charge": 2}



Record 5
{"formula": "C3H8P2", "method": "the ωB97M-V functional and the def2-TZVPD basis", "elements": ["C", "C", "C", "P", "P", "H", "H", "H", "H", "H", "H", "H", "H"], "positions_angstrom": [[-1.9016, 0.4749, 0.8365], [-1.2211, -1.3336, -0.7336], [-0.9418, -0.3713, 0.1219], [3.0206, -0.3216, 0.0330], [3.5245, 1.5238, -0.6118], [-2.1995, 0.4376, 1.8246], [-2.8853, 0.6080, 0.3485], [-1.7547, 1.5681, 0.9464], [3.9299, 0.9598, -2.0216], [-0.3430, -1.7841, -1.3277], [-2.1789, -1.6104, -1.1231], [0.1235, -0.2199, 0.3572], [2.8276, 0.0686, 1.3498]], "forces_ev_per_a": [[-2.21, 3.00, -1.55], [2.10, -0.58, -1.96], [0.96, -0.03, 0.91], [0.41, 0.01, -0.75], [0.65, -1.23, -1.81], [-0.03, -1.87, 2.55], [0.25, -0.94, -0.33], [1.44, -0.13, -0.93], [-0.72, 0.92, 1.84], [-1.43, 0.43, 1.25], [-0.60, 0.05, 0.22], [-0.50, 0.08, -0.15], [-0.32, 0.29, 0.71]], "homo_lumo_gap_ev": 8.566, "fmax_ha_per_bohr": 0.078, "relative_energy_kj_mol": 153.3, "e_lumo_ev": -1.0, "energy_ha": -801.692971}



Record 6
{"formula": "C3H8S", "method": "the ωB97M-V functional and the def2-TZVPD basis", "elements": ["C", "C", "C", "H", "H", "H", "H", "H", "H", "S", "H", "H"], "positions_angstrom": [[-1.9138, 1.5798, 2.3374], [-1.5375, 1.3030, 1.1451], [-1.7654, 0.0315, 0.3721], [-1.9654, 2.5966, 2.8281], [-1.6232, 0.8387, 3.0993], [-1.1240, 2.0578, 0.5417], [-1.6918, 0.1727, -0.7425], [-2.6984, -0.6027, 0.6525], [-0.9819, -0.7556, 0.8943], [4.9755, -1.8535, -3.8021], [4.5922, -2.8822, -4.5433], [5.7336, -2.4861, -2.7825]], "forces_ev_per_a": [[0.99, 1.22, 5.09], [-0.79, -0.61, -3.65], [1.21, -3.49, 2.14], [0.51, -0.95, -1.12], [-1.83, -0.46, -0.05], [-0.21, 1.38, -1.07], [0.24, -0.45, 1.36], [1.09, 1.81, -0.60], [-1.19, 1.57, -2.10], [0.89, 0.34, 1.37], [0.19, -0.65, 0.17], [-1.07, 0.31, -1.54]], "homo_lumo_gap_ev": 9.912, "fmax_ha_per_bohr": 0.104, "smiles": "C=CC.S", "relative_energy_kj_mol": 253.3, "e_lumo_ev": 0.9, "energy_ha": -517.184090}



Record 7
{"formula": "C3H8S2", "method": "the ωB97M-V functional and the def2-TZVPD basis", "elements": ["C", "S", "C", "C", "S", "H", "H", "H", "H", "H", "H", "H", "H"], "positions_angstrom": [[1.3714, 1.5216, -1.7577], [0.4236, 0.0749, -1.4393], [0.9255, -0.2818, 0.1715], [-0.0404, -1.0315, 1.0099], [-1.5956, -0.2722, 1.7959], [0.9398, 1.5326, -2.8786], [2.4368, 1.3665, -1.6441], [1.1609, 2.4090, -1.2951], [1.0810, 0.7962, 0.4822], [1.9126, -0.8101, 0.2539], [0.6307, -1.3877, 1.7889], [-0.4074, -1.8319, 0.4380], [-2.5409, -0.1676, 0.6073]], "forces_ev_per_a": [[-0.52, -1.99, -4.26], [-1.03, -0.73, -1.18], [1.46, 2.33, 1.24], [-0.62, 0.65, 1.07], [-0.49, 0.10, -2.54], [1.93, 0.92, 1.97], [0.27, -0.28, -0.63], [-1.26, 2.10, 1.46], [0.07, -1.40, 0.81], [-0.71, 0.42, -0.34], [-0.92, -0.37, 0.70], [-0.39, -1.43, -0.49], [2.21, -0.33, 2.18]], "homo_lumo_gap_ev": 9.430, "fmax_ha_per_bohr": 0.092, "smiles": "CSCCS", "relative_energy_kj_mol": 183.3, "e_lumo_ev": 0.8, "energy_ha": -915.407173}



Record 8
{"formula": "C3H8S2", "method": "the ωB97M-V functional and the def2-TZVPD basis", "elements": ["C", "C", "H", "H", "H", "H", "C", "S", "S", "H", "H", "H", "H"], "positions_angstrom": [[-2.5273, -0.6831, 1.0743], [-1.9164, -0.9714, 2.2136], [-2.4829, -1.3612, 0.2326], [-3.0826, 0.2375, 0.9553], [-1.4631, -1.9366, 2.3982], [-1.9352, -0.2520, 3.0288], [0.2804, 1.4972, 0.5498], [0.0537, 0.4066, -0.8768], [1.9690, -0.2949, -1.1666], [1.3376, 1.6958, 0.6984], [-0.2351, 2.4440, 0.4213], [-0.0629, 0.9714, 1.4418], [1.7986, -1.5193, -0.6506]], "forces_ev_per_a": [[0.16, -0.24, 0.12], [-0.45, 0.21, 0.15], [-0.19, -0.02, -0.01], [0.12, 0.11, -0.13], [0.25, 0.11, -0.08], [0.02, -0.22, 0.03], [0.23, -0.40, 0.58], [0.30, 0.28, -0.27], [-0.21, 0.00, -0.16], [0.08, 0.07, -0.22], [-0.19, -0.06, -0.12], [-0.17, 0.21, -0.02], [0.05, -0.04, 0.14]], "homo_lumo_gap_ev": 9.449, "fmax_ha_per_bohr": 0.014, "smiles": "C=C.CSS", "relative_energy_kj_mol": 119.3, "e_lumo_ev": 0.6, "energy_ha": -915.431547}



Record 9
{"formula": "C3H8S2", "method": "the ωB97M-V functional and the def2-TZVPD basis", "elements": ["C", "C", "C", "H", "H", "H", "H", "H", "H", "S", "S", "H", "H"], "positions_angstrom": [[1.2119, 2.5199, -0.2349], [0.9439, 1.2398, 0.0419], [0.5264, 0.2584, -1.0083], [2.1132, 3.0359, 0.1753], [0.8450, 2.9712, -1.1441], [1.2924, 0.7131, 0.9661], [-0.2852, -0.4564, -0.5868], [0.1066, 0.6512, -1.9475], [1.3231, -0.4578, -1.0932], [-2.9008, -1.7190, 1.0597], [-2.4826, -3.7300, 1.5729], [-1.5124, -1.3469, 1.0338], [-1.1814, -3.6795, 1.1653]], "forces_ev_per_a": [[1.53, -0.27, 0.10], [0.99, -0.20, -0.11], [-3.12, -1.30, 1.43], [-1.50, -0.07, 0.61], [-0.05, -0.13, -0.29], [0.00, 0.87, -0.73], [0.81, 1.14, -0.63], [0.65, -0.04, 0.33], [0.70, 0.00, -0.72], [2.14, 0.29, -0.12], [0.63, 0.22, -0.11], [-2.09, -0.31, 0.16], [-0.69, -0.20, 0.09]], "homo_lumo_gap_ev": 8.845, "fmax_ha_per_bohr": 0.071, "smiles": "C=CC.SS", "relative_energy_kj_mol": 213.5, "e_lumo_ev": 0.2, "energy_ha": -915.395634}



Record 10
{"formula": "C3H8S2", "method": "the ωB97M-V functional and the def2-TZVPD basis", "elements": ["S", "S", "H", "H", "C", "C", "C", "H", "H", "H", "H", "H", "H"], "positions_angstrom": [[-1.7198, -0.1953, 2.4145], [-2.4180, 1.7185, 1.3078], [-0.7780, -1.9970, 2.2267], [-3.3358, 2.2000, 0.4749], [1.8074, 0.2885, -0.0554], [0.7444, -0.7413, -0.4482], [-0.1783, -0.3147, -1.3955], [2.3157, 0.4228, -1.0399], [1.1820, 1.1365, 0.2424], [2.6030, -0.2885, 0.4580], [0.8576, -1.8314, -0.3744], [-0.8862, -1.0416, -1.8479], [-0.1939, 0.6434, -1.9627]], "forces_ev_per_a": [[0.08, -1.02, -0.77], [2.66, -0.27, 1.50], [-1.36, 2.47, -0.41], [-1.20, -1.24, -0.62], [-0.93, -3.38, -1.03], [1.77, 1.17, -0.87], [-1.76, -0.54, -1.75], [-0.44, 0.60, 0.14], [1.20, 0.38, 0.53], [-0.61, 1.35, 0.91], [-0.10, 0.45, 0.60], [0.38, 0.44, 0.64], [0.32, -0.41, 1.12]], "homo_lumo_gap_ev": [6.872, 4.038], "fmax_ha_per_bohr": 0.071, "relative_energy_kj_mol": 706.9, "spin_multiplicity": 2, "e_lumo_ev": [-6.3, -8.9], "s_squared": 1.03, "energy_ha": -914.894888, "total_charge": 1}



Which formula does entry 2 have?
C3H8OS2